1.
This record from the OMol25 dataset describes a single C3H4N2O molecule. The level of theory is the ωB97M-V functional and the def2-TZVPD basis.

XYZ file:
```
10
C3H4N2O, DFT the ωB97M-V functional and the def2-TZVPD basis
C -1.62 0.03 -0.01
C -0.14 -0.02 0.01
N 0.75 0.17 1.04
C 1.88 0.02 0.41
O 1.77 -0.21 -0.89
N 0.42 -0.22 -1.16
H -1.96 -0.85 -0.58
H -2.18 0.09 0.92
H -1.78 0.96 -0.56
H 2.88 0.03 0.81
```

Properties
Relative energy (zero: lowest compared OMol25 entry of this formula, charge and spin) in kJ/mol: 162.7
SMILES string: Cc1ncon1
Total energy in Eh: -301.4252
Molecular weight in g mol⁻¹: 84.08



2.
This record from the OMol25 dataset describes a 12-piece molecular cluster, C50H91Br22F2N2O5 overall. The level of theory is the ωB97M-V functional and the def2-TZVPD basis.

XYZ file:
```
172
C50H91Br22F2N2O5, DFT the ωB97M-V functional and the def2-TZVPD basis
C -3.06 -2.47 -3.04
C -2.94 -3.36 -2.25
C -2.69 -4.58 -1.34
C -1.61 -4.19 -0.23
C -1.90 -5.01 1.08
C -2.99 -4.34 2.05
C -2.97 -5.15 3.39
N -2.62 -4.42 4.66
C -1.87 -5.39 5.52
C -2.78 -6.65 5.90
F -3.94 -6.24 6.59
C -1.93 -3.08 4.43
C -0.46 -3.23 3.88
C 0.50 -1.98 4.12
C 1.95 -2.44 4.62
C 2.83 -2.76 3.34
C 3.34 -1.49 2.56
C 4.52 -0.70 3.25
C 4.73 0.65 2.41
C 5.85 0.31 1.30
C 6.22 1.65 0.53
O 5.98 1.42 -0.88
C 6.59 2.54 -1.58
C -1.97 -2.42 5.89
O -1.04 -2.53 6.65
N -3.16 -1.72 6.43
C -3.58 -2.50 7.58
O -4.38 -3.38 7.52
F -3.03 -2.21 8.82
C -2.84 -2.30 3.37
C -2.33 -0.84 3.02
C -2.49 0.25 4.13
C -4.37 -2.19 3.72
C -5.25 -1.95 2.33
C -6.72 -1.28 2.60
O -5.47 -0.56 1.96
O -2.77 -2.95 2.06
H -2.96 -1.64 -3.77
H -2.22 -5.39 -1.97
H -3.61 -4.97 -0.83
H -0.62 -4.57 -0.63
H -1.48 -3.09 -0.09
H -0.95 -5.22 1.65
H -2.30 -6.03 0.79
H -3.98 -4.55 1.54
H -2.29 -6.05 3.25
H -4.00 -5.60 3.55
H -3.52 -4.28 5.17
H -0.98 -5.85 5.00
H -1.50 -5.01 6.49
H -2.97 -7.34 5.04
H -2.15 -7.23 6.64
H 0.11 -4.10 4.33
H -0.43 -3.44 2.77
H 0.08 -1.16 4.75
H 0.69 -1.51 3.10
H 2.44 -1.63 5.23
H 1.89 -3.39 5.22
H 2.26 -3.42 2.62
H 3.75 -3.34 3.64
H 2.51 -0.73 2.37
H 3.65 -1.83 1.52
H 5.43 -1.37 3.18
H 4.24 -0.44 4.31
H 3.78 0.95 1.89
H 5.03 1.51 3.07
H 5.43 -0.47 0.60
H 6.71 -0.13 1.87
H 7.31 1.84 0.72
H 5.56 2.49 0.90
H 7.43 2.10 -2.21
H 5.81 3.05 -2.21
H 6.96 3.29 -0.84
H -2.92 -0.78 6.77
H -3.01 -0.50 2.16
H -1.31 -0.84 2.54
H -3.53 0.43 4.50
H -2.15 1.23 3.67
H -1.80 0.12 5.03
H -4.88 -3.12 4.09
H -4.67 -1.35 4.39
H -5.19 -2.75 1.50
H -6.80 -0.50 3.39
H -7.43 -1.20 1.74
Br 9.90 2.72 -1.77
C 11.00 2.73 -3.38
C 10.24 2.23 -4.58
Br 10.07 0.29 -4.56
H 11.89 2.14 -3.16
H 11.30 3.77 -3.52
H 10.78 2.46 -5.50
H 9.24 2.64 -4.66
Br -5.87 -2.23 -1.11
C -7.39 -3.33 -1.63
C -8.33 -3.55 -0.48
Br -7.62 -4.88 0.76
H -6.99 -4.25 -2.05
H -7.88 -2.77 -2.43
H -9.28 -3.96 -0.83
H -8.52 -2.65 0.10
Br -4.75 1.41 -4.56
C -6.09 1.11 -3.18
C -5.97 2.12 -2.07
Br -4.47 1.70 -0.89
H -5.98 0.08 -2.84
H -7.05 1.21 -3.69
H -6.85 2.09 -1.43
H -5.82 3.13 -2.43
Br -9.17 -0.69 -6.19
C -10.52 -1.00 -4.82
C -10.41 0.02 -3.72
Br -8.90 -0.39 -2.55
H -10.39 -2.02 -4.48
H -11.47 -0.90 -5.34
H -11.29 -0.01 -3.08
H -10.26 1.04 -4.08
Br 7.23 5.72 0.18
C 6.53 5.88 1.98
C 7.41 5.18 2.98
Br 7.17 3.24 2.93
H 5.51 5.49 1.96
H 6.50 6.95 2.18
H 7.13 5.46 4.00
H 8.47 5.37 2.83
Br -10.34 -5.00 -6.25
C -8.83 -4.75 -7.45
C -7.54 -5.18 -6.81
Br -6.92 -3.85 -5.53
H -8.84 -3.70 -7.75
H -9.05 -5.37 -8.32
H -6.75 -5.25 -7.55
H -7.62 -6.12 -6.27
Br 14.32 1.09 -2.46
C 15.42 1.10 -4.07
C 14.64 0.60 -5.27
Br 14.45 -1.34 -5.24
H 16.30 0.50 -3.86
H 15.71 2.13 -4.21
H 15.18 0.82 -6.19
H 13.64 1.01 -5.33
Br 9.84 0.39 1.72
C 9.44 -0.26 3.51
C 9.94 -1.67 3.70
Br 8.76 -2.96 2.83
H 8.37 -0.16 3.65
H 9.96 0.42 4.18
H 9.92 -1.94 4.76
H 10.94 -1.83 3.31
Br -7.62 4.80 -3.00
C -6.16 6.07 -2.76
C -6.41 7.35 -3.52
Br -6.06 7.11 -5.42
H -5.24 5.56 -3.05
H -6.13 6.27 -1.68
H -5.71 8.12 -3.20
H -7.43 7.71 -3.43
Br -6.41 10.57 -4.67
C -6.15 11.93 -3.30
C -4.89 11.68 -2.51
Br -5.14 10.24 -1.22
H -7.05 11.93 -2.69
H -6.08 12.87 -3.85
H -4.64 12.56 -1.91
H -4.04 11.41 -3.13
Br 7.66 4.32 -7.61
C 6.32 4.10 -6.22
C 6.47 5.14 -5.14
Br 7.96 4.71 -3.95
H 6.40 3.08 -5.85
H 5.36 4.21 -6.73
H 5.59 5.16 -4.49
H 6.65 6.14 -5.52
```

Properties
Total energy in Eh: -59272.9845
Molecular weight in g mol⁻¹: 2596.17
Total charge: +1



3.
This record from the OMol25 dataset describes a 9-piece molecular cluster, C24H45BBr16O6S overall. The level of theory is the ωB97M-V functional and the def2-TZVPD basis.

XYZ file:
```
93
C24H45BBr16O6S, DFT the ωB97M-V functional and the def2-TZVPD basis
C 2.24 -4.21 3.95
C 1.20 -4.61 3.49
C -0.17 -5.00 3.09
C -0.93 -3.77 2.54
C -0.31 -3.23 1.23
C 0.10 -1.75 1.26
C 0.80 -1.43 -0.08
B 2.31 -0.96 0.04
O 2.76 0.11 0.78
O 3.26 -1.67 -0.70
C -1.21 -0.90 1.23
O -1.51 -0.37 2.55
S -0.21 -0.43 3.45
O 0.52 0.78 3.66
O -0.50 -1.07 4.69
O 0.72 -1.28 2.46
H 3.17 -4.11 4.45
H -0.18 -5.83 2.39
H -0.69 -5.35 3.99
H -1.95 -4.12 2.33
H -1.05 -3.02 3.32
H 0.52 -3.86 0.89
H -1.08 -3.30 0.46
H 0.81 -2.34 -0.69
H 0.28 -0.67 -0.67
H 3.72 0.15 0.64
H 4.11 -1.69 -0.25
H -2.10 -1.43 0.87
H -1.20 -0.01 0.60
Br -2.96 -1.44 -1.51
C -4.57 -0.77 -0.64
C -4.95 0.58 -1.17
Br -3.79 1.96 -0.42
H -4.38 -0.77 0.43
H -5.34 -1.50 -0.87
H -5.95 0.85 -0.86
H -4.87 0.66 -2.25
Br -1.89 5.00 6.45
C -0.14 4.39 5.83
C 0.32 3.16 6.57
Br 0.96 3.61 8.35
H 0.54 5.22 5.95
H -0.28 4.17 4.78
H 1.17 2.71 6.06
H -0.46 2.41 6.69
Br 5.23 1.65 -1.71
C 4.48 3.44 -1.50
C 3.17 3.41 -0.75
Br 1.71 2.78 -1.88
H 4.38 3.86 -2.50
H 5.22 4.00 -0.95
H 2.89 4.41 -0.44
H 3.20 2.75 0.12
Br 5.70 -7.88 2.61
C 4.08 -8.95 2.56
C 3.08 -8.40 1.57
Br 2.19 -6.82 2.27
H 3.69 -8.98 3.57
H 4.40 -9.95 2.26
H 2.29 -9.13 1.38
H 3.54 -8.12 0.62
Br -2.17 0.20 -5.20
C -3.64 0.28 -6.46
C -4.81 1.04 -5.89
Br -5.80 -0.04 -4.61
H -3.89 -0.74 -6.73
H -3.24 0.80 -7.33
H -5.53 1.28 -6.68
H -4.52 1.95 -5.38
Br -6.25 4.58 1.96
C -4.78 5.30 0.90
C -5.26 6.34 -0.08
Br -6.14 5.52 -1.61
H -4.29 4.46 0.43
H -4.10 5.75 1.63
H -4.42 6.89 -0.49
H -5.97 7.03 0.36
Br 6.34 6.28 -3.22
C 5.01 7.49 -3.99
C 4.12 8.08 -2.93
Br 2.79 6.80 -2.31
H 4.46 6.92 -4.73
H 5.59 8.27 -4.48
H 3.55 8.91 -3.33
H 4.67 8.41 -2.05
Br 2.29 -4.72 -2.93
C 0.82 -4.65 -4.20
C -0.37 -3.93 -3.63
Br -1.33 -5.04 -2.36
H 0.59 -5.68 -4.48
H 1.21 -4.12 -5.07
H -1.09 -3.69 -4.41
H -0.09 -3.02 -3.11
```

Properties
SMILES string: C#CCCC[C@@]1(CB(O)O)COS(=O)(=O)O1.BrCCBr.BrCCBr.BrCCBr.BrCCBr.BrCCBr.BrCCBr.BrCCBr.BrCCBr
Total energy in Eh: -43000.1998
Molecular weight in g mol⁻¹: 1750.96



Taking the records one at a time from the top gives Kohn-Sham gap values of 11.6073, 7.0075, 9.3936 eV.
Taking the records one at a time from the top gives E_LUMO values of 0.038, -0.114, 0.006 Ha.
Taking the records one at a time from the top gives max |F| values of 0.8, 4.8, 2.7 eV Å⁻¹.